Density functional theory data (wB97M-V/def2-TZVPD) for a structure of composition C88H196F3FeN12O28 at a distorted geometry.

```
! wB97M-V def2-TZVPD RIJCOSX def2/J DEFGRID3
* xyz -1 5
Fe -13.6134 6.4979 -21.4970
C -16.0036 9.7318 -22.7187
C -14.7563 9.7597 -22.1749
C -14.0904 11.0928 -21.8104
O -12.7908 11.1542 -21.5206
C -14.6998 12.2734 -22.0866
C -16.0792 12.2647 -22.5637
C -16.7621 10.8846 -22.9192
O -17.9592 10.8447 -23.3402
O -16.7433 13.3007 -22.7034
O -14.3146 8.5999 -21.8295
H -16.5173 8.7942 -22.8717
H -14.1599 13.1781 -21.8490
C -12.4718 3.2637 -22.4839
O -12.4832 2.2993 -21.4072
O -12.9940 4.4512 -21.9054
C -11.0564 3.3098 -23.1765
F -10.9391 2.1735 -23.8769
F -10.9518 4.3045 -24.0770
F -10.0545 3.3892 -22.3289
C -12.1744 0.9453 -21.6388
C -12.6844 0.0268 -20.5130
H -12.7862 -1.0068 -20.8438
H -11.9668 0.2689 -19.7291
H -13.6158 0.4487 -20.1353
H -11.0897 0.8671 -21.7123
H -12.6166 0.6289 -22.5835
H -13.1840 2.9232 -23.2354
C -15.8683 -0.7902 -22.8956
C -16.3981 0.0931 -24.0142
C -16.1905 -0.6416 -25.3946
C -17.2592 -1.7189 -25.7776
C -18.6289 -1.2044 -25.4340
C -18.8430 -0.5479 -24.0704
N -17.7869 0.4495 -23.9125
O -18.0193 1.4454 -22.9827
C -20.2393 0.2232 -24.1633
C -19.0136 -1.6456 -22.9780
C -15.4906 1.3185 -24.0971
H -16.2683 -1.7938 -22.7514
H -16.1140 -0.3803 -21.9160
H -14.8040 -1.0093 -22.8102
H -16.2282 0.1419 -26.1515
H -15.2179 -1.1271 -25.4743
H -17.2059 -2.7006 -25.3070
H -17.1987 -1.8839 -26.8533
H -19.3155 -2.0505 -25.4616
H -18.9128 -0.4955 -26.2118
H -20.1776 1.0323 -24.8911
H -21.0759 -0.3771 -24.5209
H -20.5382 0.6800 -23.2198
H -18.3558 -2.5109 -23.0604
H -18.7646 -1.2341 -21.9999
H -19.9827 -2.1418 -23.0293
H -14.4556 1.1252 -24.3790
H -15.5105 1.8313 -23.1355
H -15.9179 2.0701 -24.7608
H -18.2810 2.1884 -23.5314
C -5.2454 2.8136 -24.2863
C -6.2688 2.6120 -23.1804
C -5.5326 1.9832 -21.8972
C -4.6484 3.0633 -21.0485
C -5.6426 4.2034 -20.5984
C -6.5334 4.8103 -21.7322
N -6.9416 3.8468 -22.8067
O -7.7030 4.4500 -23.7181
C -7.7513 5.4947 -20.9777
C -5.5998 5.8706 -22.4319
C -7.2989 1.5064 -23.5480
H -4.4765 2.0804 -24.5297
H -4.6166 3.6690 -24.0394
H -5.6783 3.1309 -25.2350
H -6.0593 1.2679 -21.2654
H -4.6521 1.4151 -22.1970
H -3.7830 3.4795 -21.5643
H -4.1793 2.6875 -20.1392
H -4.9864 4.9162 -20.0991
H -6.2215 3.8475 -19.7462
H -7.4571 6.1724 -20.1763
H -8.2858 6.1171 -21.6953
H -8.3762 4.7408 -20.4989
H -4.7644 5.2920 -22.8261
H -6.1915 6.3426 -23.2163
H -5.2086 6.5858 -21.7084
H -8.1046 1.4379 -22.8171
H -6.8978 0.4967 -23.6351
H -7.8203 1.6881 -24.4878
H -8.5724 4.0922 -23.5238
C -19.9407 -7.3087 -15.9416
O -19.0962 -6.1962 -15.6045
C -19.4362 -5.5924 -14.3575
C -18.5806 -4.3165 -14.1616
N -18.8363 -3.3265 -15.1977
C -17.7048 -2.5686 -15.7321
C -18.0616 -1.6242 -16.9267
O -17.6868 -2.3721 -18.0978
C -17.6847 -1.5491 -19.2378
H -19.8375 -7.5657 -16.9958
H -21.0173 -7.2918 -15.7721
H -19.5582 -8.1587 -15.3765
H -19.3180 -6.1462 -13.4261
H -20.4463 -5.1991 -14.4723
H -17.5163 -4.5296 -14.0619
H -18.8901 -3.9891 -13.1690
H -19.1537 -3.8618 -15.9932
H -16.9926 -3.3175 -16.0787
H -17.3076 -1.9531 -14.9249
H -17.4161 -0.7705 -16.7199
H -19.0786 -1.2357 -16.8739
H -17.5788 -2.1606 -20.1339
H -16.7772 -0.9668 -19.0786
H -18.5842 -0.9336 -19.2547
C -15.5299 -7.2631 -25.1045
O -14.7558 -6.3513 -24.2955
C -13.8640 -6.9868 -23.3280
C -13.2560 -5.9126 -22.4061
N -12.3982 -4.9613 -23.1210
C -11.7729 -3.9595 -22.1902
C -11.0776 -2.8085 -22.9993
O -12.0626 -1.9483 -23.6215
C -11.6049 -0.9099 -24.5428
H -16.1724 -7.7898 -24.3989
H -14.9012 -7.9805 -25.6320
H -16.0030 -6.6407 -25.8640
H -13.1030 -7.6046 -23.8047
H -14.4622 -7.6774 -22.7335
H -12.6938 -6.3332 -21.5723
H -14.1474 -5.3914 -22.0570
H -13.0509 -4.3986 -23.6478
H -11.1193 -4.4418 -21.4634
H -12.6340 -3.5340 -21.6748
H -10.3951 -3.2364 -23.7337
H -10.4699 -2.2470 -22.2897
H -10.8777 -0.2481 -24.0724
H -12.4070 -0.2542 -24.8816
H -11.0592 -1.2478 -25.4239
C -13.8254 0.6634 -27.8526
O -13.2274 -0.6311 -27.6364
C -13.2416 -1.5680 -28.7501
C -14.1270 -2.7580 -28.2678
N -14.2546 -3.7820 -29.3087
C -15.1791 -4.9250 -29.0549
C -14.8631 -6.1221 -29.9630
O -13.6847 -6.8903 -29.5723
C -13.2350 -7.8801 -30.5276
H -14.8530 0.5537 -28.1991
H -13.2997 1.2108 -28.6348
H -13.8524 1.2843 -26.9571
H -12.1794 -1.8068 -28.8031
H -13.6791 -1.0656 -29.6128
H -15.1100 -2.3002 -28.1567
H -13.7746 -3.0787 -27.2875
H -13.3857 -4.2792 -29.4426
H -16.1584 -4.5018 -29.2785
H -15.2911 -5.1020 -27.9852
H -14.7068 -5.8143 -30.9969
H -15.7234 -6.7855 -30.0512
H -12.3061 -8.3894 -30.2712
H -13.1047 -7.5148 -31.5463
H -14.0608 -8.5915 -30.5285
C -11.0563 3.8167 -18.6917
O -12.1763 4.8087 -18.5645
C -13.1221 4.2649 -17.6472
C -13.9684 3.0673 -18.1832
N -14.5895 3.1616 -19.5116
C -15.6238 2.1187 -19.6938
C -17.0796 2.3945 -19.2754
O -17.2122 2.4025 -17.8632
C -18.4763 2.7949 -17.3082
H -11.3432 2.7695 -18.7873
H -10.5573 3.8897 -17.7254
H -10.3204 4.1839 -19.4070
H -13.7031 5.1359 -17.3439
H -12.6909 4.0105 -16.6790
H -14.7386 2.9000 -17.4303
H -13.3784 2.1541 -18.1050
H -13.8765 3.0696 -20.2210
H -15.1921 1.2402 -19.2141
H -15.7038 1.9128 -20.7612
H -17.7450 1.6478 -19.7088
H -17.3012 3.4391 -19.4940
H -19.2352 2.1040 -17.6754
H -18.7330 3.8402 -17.4798
H -18.4702 2.7866 -16.2183
C -9.7261 -1.3335 -30.7642
O -10.1202 -0.2748 -29.9129
C -9.5389 -0.4474 -28.6255
C -9.8504 0.7605 -27.7035
N -9.2148 1.9838 -28.1770
C -9.5973 3.1026 -27.3210
C -8.5700 4.3305 -27.3506
O -9.1066 5.3447 -28.1703
C -9.7695 6.4250 -27.5188
H -10.1646 -2.3104 -30.5603
H -8.6440 -1.3687 -30.8910
H -10.1810 -1.0804 -31.7218
H -8.4582 -0.5529 -28.7202
H -9.9706 -1.3998 -28.3179
H -9.4098 0.5537 -26.7282
H -10.9216 0.9352 -27.6019
H -9.6042 2.1589 -29.0923
H -9.5966 2.7839 -26.2787
H -10.6134 3.3962 -27.5844
H -7.6618 3.9687 -27.8328
H -8.3502 4.7472 -26.3677
H -10.4846 5.9981 -26.8156
H -10.2822 6.9431 -28.3292
H -9.1362 6.9973 -26.8409
C -16.3772 5.5034 -15.5697
O -15.7881 6.2291 -16.6119
C -16.4183 6.0952 -17.8451
C -15.5157 6.8024 -18.8945
N -15.1747 6.0361 -20.1364
C -16.3909 5.9896 -20.9306
C -16.2278 5.4045 -22.3102
O -15.0952 5.8644 -22.9760
C -15.0649 5.3409 -24.3903
H -17.4670 5.5244 -15.5771
H -16.0648 5.8066 -14.5704
H -16.0800 4.4568 -15.6362
H -17.4606 6.4109 -17.8886
H -16.4174 5.0413 -18.1234
H -14.5428 7.0775 -18.4871
H -15.9562 7.7054 -19.3173
H -15.1457 5.0893 -19.7860
H -16.8643 6.9661 -21.0329
H -17.1110 5.3912 -20.3725
H -17.1445 5.6063 -22.8645
H -16.3220 4.3240 -22.2026
H -15.0184 4.2523 -24.4174
H -14.1375 5.6687 -24.8600
H -15.9227 5.5478 -25.0302
C -8.8264 1.1567 -19.6819
O -8.8301 1.0545 -18.2622
C -7.8621 1.9543 -17.6330
C -6.6289 1.0978 -17.3419
N -5.9992 0.5359 -18.5409
C -5.0974 -0.5968 -18.2999
C -4.5542 -1.1414 -19.6293
O -5.6120 -1.6217 -20.4406
C -5.1547 -2.0233 -21.7858
H -8.2153 0.4535 -20.2478
H -8.7923 2.1677 -20.0881
H -9.8302 0.8519 -19.9778
H -8.3048 2.4601 -16.7750
H -7.4248 2.7446 -18.2432
H -6.8282 0.4976 -16.4541
H -5.8276 1.7911 -17.0866
H -6.7506 0.1290 -19.0795
H -5.6676 -1.4273 -17.8834
H -4.3216 -0.3264 -17.5836
H -3.8988 -1.9668 -19.3514
H -4.0250 -0.3995 -20.2273
H -5.0534 -1.0849 -22.3310
H -5.9524 -2.6084 -22.2434
H -4.1831 -2.4884 -21.6189
C -15.1392 -4.3139 -19.6669
O -15.6462 -5.4897 -20.2023
C -15.7549 -6.6056 -19.3723
C -16.8613 -6.5436 -18.2533
N -16.4552 -6.8905 -16.8990
C -16.2596 -8.3804 -16.6509
C -15.3817 -8.7075 -15.3792
O -15.5856 -10.0176 -14.8615
C -15.0025 -11.0452 -15.5528
H -14.0659 -4.4729 -19.5622
H -15.4677 -4.0841 -18.6534
H -15.2921 -3.4696 -20.3391
H -14.8091 -6.8834 -18.9072
H -15.9754 -7.5161 -19.9296
H -17.7908 -7.0950 -18.3954
H -17.2536 -5.5277 -18.2997
H -17.2517 -6.5865 -16.3575
H -15.7573 -8.7558 -17.5425
H -17.2519 -8.8221 -16.5603
H -15.5868 -8.0381 -14.5438
H -14.3212 -8.5365 -15.5638
H -15.1474 -11.0302 -16.6330
H -15.4305 -11.9772 -15.1836
H -13.9191 -11.0091 -15.4380
C -13.7226 -0.5941 -16.0316
O -12.4454 -0.7016 -15.2957
C -11.2338 -0.5901 -16.1157
C -11.0090 -1.7085 -17.0970
N -11.2095 -3.0333 -16.5011
C -10.8709 -4.1637 -17.4167
C -9.3534 -4.3431 -17.6329
O -9.1185 -3.6215 -18.8537
C -7.7472 -3.3951 -19.2116
H -13.9256 -1.2266 -16.8958
H -13.7585 0.4312 -16.3998
H -14.4940 -0.6287 -15.2623
H -10.4593 -0.5440 -15.3501
H -11.2625 0.3535 -16.6607
H -10.0106 -1.5520 -17.5054
H -11.7122 -1.6621 -17.9286
H -12.0981 -3.0865 -16.0239
H -11.4869 -4.0320 -18.3062
H -11.2018 -5.0828 -16.9331
H -9.1878 -5.4056 -17.8110
H -8.7304 -4.0043 -16.8051
H -7.1255 -4.2856 -19.1185
H -7.3028 -2.5606 -18.6693
H -7.7515 -3.1871 -20.2816
C -9.5306 8.1833 -16.6781
O -10.2557 8.4171 -17.8242
C -11.6678 8.1964 -17.9018
C -12.2226 8.2212 -19.3530
N -12.1523 6.8999 -20.0931
C -10.8508 6.7292 -20.7870
C -10.8953 7.5768 -22.0522
O -12.0277 7.1198 -22.8224
C -12.0525 7.6601 -24.1202
H -9.5052 7.1003 -16.5572
H -10.1598 8.5250 -15.8563
H -8.5080 8.5368 -16.8105
H -12.0461 9.0194 -17.2954
H -12.1536 7.2739 -17.5839
H -11.8712 9.0668 -19.9443
H -13.2786 8.4805 -19.2766
H -12.1394 6.1517 -19.4148
H -10.5584 5.7341 -21.1221
H -10.0129 7.0976 -20.1950
H -10.0109 7.2860 -22.6191
H -11.0032 8.6566 -21.9495
H -11.7017 8.6912 -24.1622
H -13.0663 7.7037 -24.5183
H -11.4554 7.0509 -24.7988
*
```

Output
Expectation value of S² ... 6.008
Energy ... -7796.876760 hartree
E_HOMO (spin up / spin down) ... -3.131 / -3.129 eV